w:
DFT (wB97M-V/def2-TZVPD) results for one molecule with the formula C3H3N3O.

Geometry as XYZ:
```
10
Properties=species:S:1:pos:R:3:nbo_charge:R:1
N 2.39 -0.96 1.01 -0.57
C 1.28 -0.60 0.60 0.36
N -0.86 1.09 -1.87 -0.24
N -1.64 1.03 -0.93 -0.11
O -0.80 0.46 1.31 -0.42
C -1.31 0.02 0.08 0.17
C 0.06 -0.23 0.39 -0.05
H 3.12 -0.25 0.93 0.38
H -2.06 -0.76 0.14 0.21
H -0.06 0.42 -1.71 0.28
```

- SMILES string = [H]/N=N\[C@@H]1OC1=C=N
- E_LUMO (eV) = 0.13
- gap between HOMO and LUMO (eV) = 9.397
- molar mass (u) = 97.1
- highest occupied orbital energy (hartree) = -0.3406

x:
DFT (wB97M-V/def2-TZVPD) results for one molecule with the formula C3H3N3O.

Geometry as XYZ:
```
10
Properties=species:S:1:pos:R:3:nbo_charge:R:1
O 2.29 -0.23 -0.83 -0.53
C 1.10 -0.06 -0.71 0.57
C 0.53 1.20 -0.19 -0.04
N -0.40 1.16 0.70 -0.19
N -1.01 -0.06 0.86 -0.44
C -0.84 -1.04 -0.10 0.27
N 0.13 -1.05 -0.95 -0.47
H -1.14 -0.32 1.83 0.41
H 0.99 2.16 -0.41 0.22
H -1.65 -1.76 -0.19 0.20
```

- SMILES string = O=c1cn[nH]cn1
- E_LUMO (eV) = 0.30
- gap between HOMO and LUMO (eV) = 10.048
- molar mass (u) = 97.1
- highest occupied orbital energy (hartree) = -0.3583

Top of the stability list: x, leading by 0.1426 hartree.

w:
DFT (wB97M-V/def2-TZVPD) results for a 2-piece molecular cluster, C3H3N3O overall.

Geometry as XYZ:
```
10
Properties=species:S:1:pos:R:3:nbo_charge:R:1
C 2.18 0.26 0.14 0.07
C -0.07 0.43 -0.97 0.18
C -1.34 -0.21 0.67 0.00
N 3.23 0.55 0.38 -0.48
N -1.06 0.86 -0.28 -0.37
N 0.28 -0.87 -0.80 0.13
O -0.44 -1.28 0.20 -0.22
H 0.41 0.90 -1.69 0.21
H -0.84 0.01 1.64 0.24
H -2.34 -0.66 0.69 0.24
```

- E_LUMO (spin up / spin down) (eV) = -2.51 / -2.83
- gap between HOMO and LUMO (spin up / spin down) (eV) = 8.262 / 7.250
- molar mass (u) = 97.1
- highest occupied orbital energy (spin up / spin down) (hartree) = -0.3959 / -0.3705

x:
DFT (wB97M-V/def2-TZVPD) results for a 2-piece molecular cluster, C3H3N3O overall.

Geometry as XYZ:
```
10
Properties=species:S:1:pos:R:3:nbo_charge:R:1
N 1.95 0.06 0.34 -0.58
C 0.77 -0.23 0.15 0.52
N 1.01 2.07 -0.49 -0.05
N -0.09 2.26 -0.35 0.04
O -1.87 0.41 0.82 -0.54
C -1.57 -0.64 0.35 0.40
C -0.25 -1.00 -0.04 -0.57
H 2.46 0.40 -0.48 0.40
H -2.34 -1.39 0.19 0.11
H -0.06 -1.95 -0.50 0.26
```

- SMILES string = N=C=CC=O.N#N
- E_LUMO (eV) = 0.27
- gap between HOMO and LUMO (eV) = 10.037
- molar mass (u) = 97.1
- highest occupied orbital energy (hartree) = -0.3589

y:
DFT (wB97M-V/def2-TZVPD) results for a 2-piece molecular cluster, C3H3N3O overall.

Geometry as XYZ:
```
10
Properties=species:S:1:pos:R:3:nbo_charge:R:1
N 1.91 0.15 0.38 -0.62
C 0.92 -0.44 0.15 0.58
N 0.64 2.15 -1.03 -0.02
N -0.23 1.60 -1.43 0.00
O -1.63 0.43 1.22 -0.55
C -1.46 -0.61 0.61 0.41
C -0.27 -0.94 -0.18 -0.64
H 2.82 0.41 0.72 0.46
H -2.26 -1.39 0.67 0.12
H -0.33 -1.45 -1.13 0.26
```

- SMILES string = N=C=CC=O.N#N
- E_LUMO (eV) = 0.89
- gap between HOMO and LUMO (eV) = 9.768
- molar mass (u) = 97.1
- highest occupied orbital energy (hartree) = -0.3263

z:
DFT (wB97M-V/def2-TZVPD) results for one molecule with the formula C3H3N3O.

Geometry as XYZ:
```
10
Properties=species:S:1:pos:R:3:nbo_charge:R:1
N -0.96 1.21 1.54 -0.67
C -0.65 0.06 1.29 0.63
N -0.37 -1.12 1.02 -0.35
N -0.67 -1.33 -0.33 -0.15
O 2.05 -0.17 0.08 -0.46
C 1.30 0.14 -0.82 0.35
C -0.03 -0.52 -1.09 -0.07
H -1.85 1.29 2.02 0.40
H 1.60 0.84 -1.61 0.12
H -0.42 -0.40 -2.09 0.20
```

- SMILES string = N=C=N/N=C\C=O
- E_LUMO (eV) = -0.74
- gap between HOMO and LUMO (eV) = 8.873
- molar mass (u) = 97.1
- highest occupied orbital energy (hartree) = -0.3531

Top of the stability list: y, leading by 0.0218 hartree.

w:
DFT (wB97M-V/def2-TZVPD) results for a 2-piece molecular cluster, C2H4O3P overall.

Geometry as XYZ:
```
10
Properties=species:S:1:pos:R:3:lowdin_spin:R:1
C 0.99 -0.91 0.22 0.59
C 1.60 -0.38 -1.06 0.14
O -2.08 2.12 0.12 0.18
O 1.52 -1.65 1.03 0.27
O -3.07 -0.22 0.58 0.18
P -2.03 0.81 0.84 0.45
H 1.89 0.59 -0.76 0.00
H 0.90 -0.13 -1.87 0.00
H 2.28 -1.15 -1.47 0.02
H -2.00 0.91 2.38 0.16
```

- E_LUMO (spin up / spin down) (eV) = 3.67 / 2.85
- gap between HOMO and LUMO (spin up / spin down) (eV) = 5.425 / 7.786
- molar mass (u) = 107.0
- net charge = -1
- highest occupied orbital energy (spin up / spin down) (hartree) = -0.0646 / -0.1812
- spin multiplicity = 3

x:
DFT (wB97M-V/def2-TZVPD) results for an isolated ion of composition C2H4O3P and charge -1.

Geometry as XYZ:
```
10
Properties=species:S:1:pos:R:3:lowdin_spin:R:1
C -0.52 0.28 0.94 0.02
C 0.00 -0.79 -0.06 0.10
O 1.50 -0.98 -2.27 0.30
O -0.80 1.44 0.11 0.29
O 0.21 2.28 -0.37 0.72
P 1.66 -0.38 -0.87 0.54
H -1.50 0.11 1.28 0.00
H 0.11 0.59 1.71 0.00
H 0.00 -1.68 0.57 0.02
H -0.65 -0.87 -1.05 0.00
```

- E_LUMO (spin up / spin down) (eV) = 4.00 / 2.94
- gap between HOMO and LUMO (spin up / spin down) (eV) = 4.746 / 5.984
- molar mass (u) = 107.0
- net charge = -1
- highest occupied orbital energy (spin up / spin down) (hartree) = -0.0275 / -0.1119
- spin multiplicity = 3

Top of the stability list: w, leading by 0.1371 hartree.

w:
DFT (wB97M-V/def2-TZVPD) results for H80O40 as an isolated structure.

Geometry as XYZ:
```
120
Properties=species:S:1:pos:R:3:lowdin_charge:R:1
H 3.03 -5.23 -1.34 0.01
H 4.38 -4.87 -1.18 0.04
O 3.84 -5.37 -1.83 -0.06
H -0.53 3.03 -2.50 0.02
H -1.00 2.55 -1.12 0.03
O -1.26 2.61 -2.04 -0.10
H -4.50 0.44 2.26 0.05
H -4.65 -0.94 1.43 0.01
O -4.10 -0.17 1.65 -0.05
H 0.22 -3.31 1.26 0.07
H -0.13 -2.24 0.26 0.02
O 0.55 -2.90 0.43 -0.05
H 1.38 -1.26 -1.78 0.04
H 0.70 0.27 -1.71 0.01
O 1.03 -0.46 -2.21 -0.04
H -3.45 -0.98 4.19 -0.02
O -4.30 -1.38 4.10 -0.03
H 0.78 -0.91 3.32 0.00
O 1.59 -1.35 3.12 -0.04
H -3.35 2.89 -0.60 0.09
H -3.11 1.72 -1.53 0.04
O -2.99 1.93 -0.58 -0.08
H 1.66 0.37 1.34 0.03
H 2.82 0.24 2.39 0.05
O 2.65 0.45 1.47 -0.09
H 2.80 -0.78 0.48 0.05
H 2.00 -2.12 0.20 -0.02
O 2.93 -1.81 0.34 -0.14
H 1.63 -3.72 5.49 0.04
H 0.38 -2.95 5.32 0.04
O 0.70 -3.81 5.76 -0.10
H -0.48 -4.04 -2.40 -0.01
O -0.85 -3.98 -3.28 -0.07
H -1.03 -4.46 -0.58 0.03
H -2.38 -3.82 -0.48 0.00
O -1.95 -4.60 -0.86 -0.06
H -0.46 6.56 -0.69 0.03
H 0.20 5.68 -1.79 0.00
O 0.02 6.59 -1.51 -0.05
H -2.39 -0.79 -3.48 0.05
H -2.46 0.52 -4.29 0.04
O -2.75 0.09 -3.49 -0.03
H -5.10 3.24 1.16 0.06
H -4.08 2.26 1.13 0.01
O -4.77 2.55 1.77 -0.08
H 5.61 -0.63 2.35 0.04
H 4.24 -1.18 2.66 0.01
O 5.19 -1.35 2.86 -0.06
H 1.86 2.74 -0.46 0.04
H 0.60 3.32 -0.97 0.02
O 0.92 2.70 -0.29 -0.04
H -2.09 -2.17 -0.97 0.09
O -2.13 -1.90 0.00 -0.10
H 4.01 1.47 -1.26 0.05
H 4.60 1.63 -2.73 0.00
O 3.99 2.01 -2.07 -0.05
H -3.55 -0.02 -1.47 0.06
O -3.83 -0.73 -0.86 -0.04
H -1.80 -2.76 3.55 0.03
H -0.46 -3.71 3.59 0.05
O -0.85 -2.83 3.56 -0.04
H 3.86 3.43 -1.49 -0.02
H 3.66 4.55 -0.26 0.07
O 3.55 4.35 -1.23 -0.12
H 3.98 -1.85 -2.00 0.00
H 4.47 -2.24 -3.43 0.05
O 4.53 -1.57 -2.73 -0.05
H -0.68 0.07 0.74 0.06
H 0.03 1.26 0.44 0.07
O 0.26 0.28 0.57 -0.11
H 1.60 -4.77 1.40 0.00
H 2.18 -5.94 1.71 0.04
O 1.50 -5.41 2.15 -0.09
H -3.32 4.03 -2.64 0.01
H -2.85 5.45 -2.49 0.08
O -2.86 4.58 -2.00 -0.08
H -5.04 -2.07 -0.41 0.12
H -4.31 -2.94 0.56 0.05
O -5.10 -2.35 0.59 -0.08
H -2.00 3.04 -4.64 0.05
H -2.32 2.20 -3.57 0.01
O -2.81 2.66 -4.31 -0.07
H 3.79 -3.10 1.41 0.01
H 3.89 -4.11 2.43 0.07
O 3.56 -4.05 1.51 -0.09
H 4.19 1.12 0.97 -0.03
H 4.75 2.20 2.01 0.06
O 4.85 1.79 1.13 -0.07
H 5.49 0.36 -4.00 0.06
O 5.29 1.30 -4.13 -0.02
H -0.76 3.84 2.93 0.01
H 0.35 3.82 3.81 0.03
O 0.21 3.83 2.85 -0.07
H -2.93 -1.37 -0.16 -0.12
H -4.56 -0.99 3.26 -0.01
H -4.06 -0.22 -0.05 0.04
H 1.57 -1.78 2.22 0.05
H -1.57 -4.61 -3.18 0.03
H 4.68 1.37 -4.88 0.06
O -2.33 0.83 4.60 -0.06
H -3.27 0.84 4.84 0.06
H -1.89 1.18 5.41 0.10
O -0.69 1.10 2.68 -0.06
H -1.60 0.74 2.86 0.05
H -0.26 0.28 2.92 0.00
O 1.10 3.94 -2.71 -0.10
H 1.40 3.22 -3.39 0.09
H 1.94 4.36 -2.54 0.03
O -3.25 4.67 2.29 -0.06
H -3.66 4.79 3.15 0.04
H -3.04 5.60 2.12 0.05
O 1.88 1.88 -4.86 -0.12
H 1.71 2.51 -5.56 0.04
H 2.45 1.04 -5.06 0.04
O 2.19 -0.54 -4.99 -0.05
H 1.43 -0.75 -5.52 0.07
H 1.94 -0.31 -4.07 0.03
O -3.98 -4.39 2.73 -0.06
H -3.82 -5.28 2.38 0.04
H -4.88 -4.16 2.45 0.04
```

- E_LUMO (eV) = -0.38
- gap between HOMO and LUMO (eV) = 10.240
- molar mass (u) = 720.6
- highest occupied orbital energy (hartree) = -0.3904

x:
DFT (wB97M-V/def2-TZVPD) results for a 40-piece molecular cluster, H80O40 overall.

Geometry as XYZ:
```
120
Properties=species:S:1:pos:R:3:lowdin_charge:R:1
H -3.74 2.91 4.30 0.06
H -3.48 1.46 4.63 0.03
O -3.07 2.31 4.65 -0.03
H -0.26 -4.17 3.45 0.06
H 0.79 -3.45 2.38 0.03
O 0.10 -4.11 2.56 -0.06
H 0.93 -2.16 -3.29 -0.01
H 2.37 -2.43 -2.90 0.02
O 1.46 -2.70 -2.69 -0.07
H 3.54 -1.19 -4.81 0.02
H 3.51 -2.54 -5.40 0.06
O 3.03 -2.04 -4.73 -0.06
H -1.20 -4.28 -3.75 0.09
H -2.06 -3.04 -3.71 -0.04
O -1.19 -3.32 -3.93 -0.04
H -0.84 -0.63 5.50 0.08
O -0.51 -0.12 4.73 -0.03
H -0.40 2.77 2.10 0.04
O 0.04 3.14 1.24 -0.11
H -5.52 3.10 1.38 0.03
H -5.22 1.95 2.30 -0.01
O -5.83 2.73 2.22 -0.08
H 3.61 -2.81 -0.80 0.00
H 2.81 -3.88 -1.47 0.00
O 3.75 -3.60 -1.37 -0.08
H 3.28 4.36 0.89 0.01
H 3.99 5.00 -0.29 0.03
O 3.42 5.20 0.46 -0.05
H -1.24 5.81 -1.40 0.02
H -2.54 5.19 -1.15 0.00
O -2.06 5.97 -0.90 -0.04
H 0.37 -1.50 2.90 0.01
O 0.89 -1.60 2.12 -0.04
H -2.98 -2.72 -0.94 0.03
H -2.12 -3.65 -1.49 0.02
O -3.06 -3.64 -1.21 -0.08
H -2.34 -1.39 4.44 0.03
H -2.41 -0.89 2.99 0.01
O -2.86 -1.43 3.64 -0.04
H -3.59 1.25 -0.56 0.07
H -2.69 2.07 0.39 0.08
O -2.94 1.17 0.15 0.00
H 0.64 3.79 -2.83 0.03
H -0.41 4.76 -3.17 0.04
O 0.15 4.51 -2.42 -0.05
H -0.37 3.30 3.88 0.05
H -1.31 2.34 4.11 0.05
O -0.41 2.34 3.66 -0.10
H 4.22 -0.11 2.78 0.05
H 2.73 -0.74 2.57 0.01
O 3.60 -0.83 2.96 -0.06
H 3.90 2.58 4.08 0.02
O 3.50 3.34 3.69 -0.06
H -1.43 -3.27 1.50 0.01
H -2.21 -2.07 1.90 0.02
O -1.48 -2.33 1.28 -0.07
H 0.68 4.39 2.54 -0.02
O 0.98 5.13 3.10 -0.06
H -1.08 5.24 1.54 0.04
H -2.38 5.32 1.24 0.03
O -1.89 4.84 1.95 -0.09
H 1.80 -1.57 -0.75 0.04
H 1.36 -0.25 0.12 0.00
O 2.06 -0.75 -0.32 -0.05
H -1.05 -1.86 -2.52 0.00
H -0.98 -0.40 -1.82 0.02
O -1.51 -1.18 -2.01 -0.04
H 2.31 -6.36 -0.99 0.08
H 2.03 -5.73 -2.42 0.06
O 1.63 -6.14 -1.65 -0.05
H -2.17 0.41 -5.98 0.06
H -0.97 -0.41 -5.55 0.02
O -1.33 0.49 -5.55 -0.06
H -0.64 1.30 0.13 0.04
H 0.35 1.82 -0.76 0.09
O 0.29 1.12 -0.09 -0.06
H 1.08 2.34 5.59 0.05
H 0.66 3.80 5.67 0.05
O 1.42 3.24 5.48 -0.06
H 2.66 -3.21 4.01 0.02
H 2.83 -2.17 5.00 0.04
O 2.31 -3.00 4.88 -0.07
H 0.66 0.06 -4.47 0.00
H 2.06 0.30 -4.27 -0.02
O 1.24 0.63 -3.93 -0.04
H 4.50 -0.30 0.32 0.01
H 4.71 1.12 -0.01 0.04
O 4.83 0.54 0.76 -0.08
H 4.74 0.08 -3.63 0.09
O 4.28 0.38 -4.44 -0.04
H 1.15 -1.52 -6.19 0.07
H 0.23 -2.52 -5.13 0.02
O 0.50 -1.70 -5.52 -0.05
H 2.55 3.43 3.87 -0.01
H -0.03 -0.87 4.36 0.02
H 1.93 5.23 3.19 0.04
H 0.75 2.58 0.98 0.01
H 0.73 -0.98 1.39 0.04
H 3.77 1.04 -3.93 0.06
O -1.33 2.69 -4.47 -0.06
H -1.65 1.93 -4.01 0.01
H -0.68 2.58 -5.15 0.04
O -3.87 0.74 2.39 -0.07
H -4.23 0.01 2.81 0.01
H -3.68 0.63 1.40 0.02
O -3.12 3.35 -2.08 -0.04
H -3.14 2.39 -1.91 0.02
H -2.21 3.43 -2.44 0.02
O -0.30 -4.50 -0.47 -0.05
H 0.41 -5.09 -0.76 0.00
H -0.58 -4.68 0.42 0.00
O -3.66 -2.41 -3.84 -0.04
H -4.17 -3.05 -4.34 0.07
H -4.29 -1.99 -3.24 0.07
O -3.29 -5.07 0.89 -0.04
H -3.71 -4.40 0.35 0.00
H -2.50 -5.37 0.50 -0.02
O 4.26 -2.08 0.74 -0.08
H 3.41 -1.58 0.73 0.02
H 4.42 -2.12 1.66 0.02
```

- E_LUMO (eV) = -0.67
- gap between HOMO and LUMO (eV) = 9.892
- molar mass (u) = 720.6
- highest occupied orbital energy (hartree) = -0.3881

Top of the stability list: x, leading by 0.0174 hartree.